43
Properties=species:S:1:pos:R:3:mulliken_charge:R:1 method="wB97M-V/def2-TZVPD" orbital_gap_ev=8.029 e_homo_ev=-7.2494 smiles="CCN1CCN(c2ccc(NC(=O)c3ccco3)cc2)CC1" lumo_ev=0.78
C 4.004 0.287 -0.738 -1.2396
H 2.998 0.562 -1.044 0.2665
H 4.695 1.066 -1.049 0.4242
H 4.283 -0.635 -1.243 0.3183
C 4.048 0.133 0.779 -0.5738
N 2.995 -0.743 1.253 0.4251
C 3.257 -2.151 1.035 -0.6665
C 1.940 -2.932 1.257 -1.0396
N 0.929 -2.102 1.875 -0.0932
C 0.096 -1.322 1.069 0.5843
C 0.270 -1.177 -0.308 -0.0280
C -0.626 -0.450 -1.064 -1.3085
C -1.727 0.165 -0.476 0.8770
C -1.914 0.027 0.897 -0.6817
C -1.020 -0.707 1.645 -0.6508
H -1.203 -0.818 2.703 0.4160
H -2.765 0.491 1.365 0.5282
N -2.594 0.893 -1.297 -0.0928
C -3.720 1.579 -0.963 0.4746
O -4.189 1.680 0.155 -0.7080
C -4.357 2.224 -2.127 0.2963
C -5.494 2.988 -2.181 -0.5407
C -5.659 3.356 -3.534 -0.4155
C -4.616 2.793 -4.205 -0.4384
O -3.822 2.107 -3.369 -0.3582
H -4.339 2.807 -5.241 0.4523
H -6.443 3.954 -3.950 0.4453
H -6.117 3.243 -1.350 0.5220
H -2.338 0.908 -2.276 0.2113
H -0.464 -0.348 -2.129 0.2911
H 1.125 -1.609 -0.802 0.3242
C 1.494 -1.465 3.046 -0.8574
C 2.632 -0.500 2.636 -0.8989
H 2.289 0.535 2.709 0.4654
H 3.495 -0.626 3.317 0.4148
H 1.879 -2.256 3.696 0.3582
H 0.724 -0.924 3.591 0.2862
H 2.119 -3.776 1.933 0.4189
H 1.549 -3.337 0.325 0.3943
H 3.612 -2.290 0.014 0.2935
H 4.044 -2.522 1.718 0.3632
H 5.046 -0.218 1.096 0.3119
H 3.883 1.115 1.229 0.4284

17
Properties=species:S:1:pos:R:3:mulliken_charge:R:1 method="wB97M-V/def2-TZVPD" orbital_gap_ev=9.132 e_homo_ev=-8.2054 smiles=C[C@@]12CCO[C@H]1C2 lumo_ev=0.93
C 1.456 1.150 -0.685 -0.9248
C 0.646 0.088 0.323 0.5483
C -0.449 1.018 0.992 -0.8739
C -1.549 0.441 -0.103 -0.4758
C -0.217 -1.158 0.058 -0.0672
C 1.285 -1.239 0.384 -0.5137
H 1.965 2.154 -0.020 0.2440
H 0.432 1.415 -1.473 0.1846
H 2.231 0.465 -1.385 0.3175
H -0.659 0.731 1.939 0.4109
H -0.186 2.080 1.059 0.3040
H -1.917 1.115 -0.976 0.3057
H -2.545 0.334 0.658 0.2338
H -0.671 -1.538 0.921 0.2789
H 1.573 -1.792 1.266 0.2847
H 2.004 -1.132 -0.566 0.1145
O -1.158 -0.705 -0.904 -0.3715

17
Properties=species:S:1:pos:R:3:mulliken_charge:R:1 method="wB97M-V/def2-TZVPD" orbital_gap_ev=4.038 e_homo_ev=-8.2437 lumo_ev=-4.21
C -1.749 1.137 0.395 -0.5131
C -1.124 0.385 -0.737 -0.2507
C 0.269 -0.038 -0.627 0.6012
N 0.995 0.625 0.542 -0.7434
O 0.541 -1.358 -0.346 -0.5748
N -2.656 0.254 1.318 -0.5350
H -2.471 1.900 0.079 0.3987
H -1.064 1.675 1.047 0.2656
H -1.422 0.912 -1.632 0.3162
H 0.853 0.339 -1.510 0.2758
H 1.977 0.318 0.393 0.3180
H 1.117 1.639 0.538 0.2227
H -2.493 -0.614 0.783 0.2681
H -3.590 0.554 1.063 0.2734
H 1.505 -1.585 -0.429 0.4220
H 3.750 -1.546 -0.617 0.2067
O 3.034 -0.914 -0.490 -0.9514

9
Properties=species:S:1:pos:R:3:mulliken_charge:R:1 method="wB97M-V/def2-TZVPD" orbital_gap_ev="3.373 / 5.927" charge=-1 e_homo_ev="0.1337 / -4.4902" lumo_ev="3.51 / 1.44" multiplicity=3
C 0.963 -0.579 -0.397 -0.5261
C -0.255 0.128 -0.621 -0.4788
O -0.087 0.673 2.109 -0.5298
O -1.960 1.570 0.749 -0.5204
S -0.251 -1.663 -1.287 -0.5309
S -1.171 0.392 1.169 0.6077
H 1.987 -0.438 -1.054 0.2189
H 1.170 -0.974 0.631 0.2867
H -0.396 0.892 -1.299 0.4726

18
Properties=species:S:1:pos:R:3:mulliken_charge:R:1 method="wB97M-V/def2-TZVPD" orbital_gap_ev=10.483 e_homo_ev=-9.8234 smiles="NC(N)=O.CC(O)O" lumo_ev=0.66
C -0.803 0.646 0.763 0.4763
C -1.656 1.020 1.953 -1.2649
O -0.667 1.735 -0.123 -0.5907
O 0.502 0.319 1.201 -0.5200
H -0.866 1.428 -1.030 0.3459
H 0.977 1.167 1.128 0.3069
H -1.232 -0.258 0.197 0.2578
H -1.266 1.917 2.449 0.3016
H -2.683 1.235 1.644 0.3182
H -1.663 0.215 2.695 0.3134
C 0.640 -1.194 -1.483 0.8281
N 1.607 -0.598 -2.199 -0.4115
N 1.090 -1.984 -0.490 -0.5080
O -0.560 -0.922 -1.655 -0.7136
H 0.606 -1.802 0.385 0.2649
H 1.309 -0.033 -2.981 0.2232
H 2.576 -0.856 -2.102 0.1594
H 2.087 -2.037 -0.349 0.2129

6
Properties=species:S:1:pos:R:3:mulliken_charge:R:1 method="wB97M-V/def2-TZVPD" orbital_gap_ev=12.188 e_homo_ev=-11.7738 smiles=O.O lumo_ev=0.41
H -1.320 -0.041 0.037 0.3072
H -2.617 0.790 -0.143 0.3198
H 1.396 -0.235 0.414 0.3240
H 2.507 0.863 0.198 0.3313
O -2.268 -0.091 0.007 -0.6295
O 2.272 -0.081 -0.070 -0.6528